Entry 1:
The following is a quantum chemistry calculation of 15 unconnected molecules or ions with the total composition H28NO17, from OMol25.

- Charge: -1
- Frontier orbital gap: 9.49 eV
- ΔE to the lowest compared entry with this formula, charge and spin: 26.22 kcal per mole
- Total energy: -1350.6026 Eh

Element x y z (Å)
N  0.73378  -4.28046  -22.06449
O  1.05099  -4.03775  -20.88611
O  0.17144  -3.39057  -22.76149
O  1.27381  -5.26498  -22.61831
O  2.94605  -2.11793  -23.26258
H  2.11196  -2.28291  -22.79241
H  3.60501  -2.74362  -22.88890
O  0.25060  -4.25582  -25.36490
H  0.38033  -4.13603  -24.48170
H  0.18065  -5.19133  -25.44651
O  2.81258  -1.61354  -19.31321
H  2.41524  -2.43616  -19.10427
H  2.57775  -0.96664  -18.64722
O  -1.35342  -1.54578  -20.36312
H  -0.73262  -1.44102  -21.06449
H  -0.79659  -1.56569  -19.61012
O  -1.97512  -5.93078  -23.37489
H  -1.46337  -6.07314  -22.56205
H  -1.46854  -6.26090  -24.10445
O  0.15633  -0.69166  -23.94006
H  0.39502  -1.48579  -23.36820
H  0.36980  -0.96792  -24.80970
O  1.30539  -8.09196  -22.63871
H  1.58883  -7.21704  -22.52527
H  2.07939  -8.61837  -22.57865
O  3.04131  -4.67997  -24.77392
H  2.16772  -4.60234  -25.13569
H  3.00131  -5.08379  -23.93055
O  -1.24162  -3.98085  -19.29687
H  -0.33016  -4.28124  -19.63778
H  -1.48806  -3.31924  -19.97443
O  -3.06854  -3.80951  -22.05147
H  -2.46205  -3.06582  -22.05944
H  -2.70431  -4.45914  -22.74835
O  1.35905  -4.03279  -17.99932
H  1.81455  -4.15966  -17.20836
H  0.79557  -3.21328  -17.90228
O  -0.60514  -7.19400  -21.08726
H  -0.23278  -7.00723  -20.21508
H  0.05876  -7.63772  -21.62914
O  3.07789  -6.00466  -20.21795
H  2.42837  -5.55114  -20.78603
H  3.45620  -6.69188  -20.74024
O  0.69858  -6.53014  -18.69298
H  -0.00568  -6.25617  -18.11281
H  1.21571  -5.74080  -18.71098

Atomic forces in eV per Å
N 2.586 1.547 -0.394
O -0.735 -0.202 0.102
O -0.381 -1.023 0.670
O -1.059 -0.277 -0.230
O 0.422 -0.292 0.543
H 0.596 -0.075 -0.055
H -0.887 0.567 -0.376
O -0.266 0.062 -4.339
H 0.237 1.009 4.370
H -0.215 -1.105 -0.327
O 0.832 1.437 -0.653
H -0.665 -1.386 0.437
H -0.124 -0.125 0.154
O -1.317 0.458 -0.477
H 0.665 0.129 -1.221
H 0.681 -0.092 1.359
O -0.537 0.246 0.390
H 0.120 -0.479 0.147
H 0.451 -0.188 -0.334
O 0.043 -0.875 2.481
H -0.606 1.436 -1.269
H 0.376 -0.513 -1.276
O -1.044 -1.619 -0.789
H 0.578 2.473 0.145
H 0.953 -0.890 0.109
O 1.808 0.217 -1.354
H -0.861 0.187 -0.005
H -0.576 -0.485 1.109
O 2.015 -0.442 -0.473
H -2.089 0.529 0.621
H -0.203 -0.544 0.349
O 0.397 -1.148 -1.280
H 0.100 0.052 -0.095
H -0.660 1.355 1.348
O -1.656 2.111 -1.763
H 1.202 -0.176 2.148
H 0.601 -1.620 -0.083
O -0.964 0.267 -0.273
H 0.368 0.079 -0.021
H -0.059 -0.207 0.507
O -0.285 0.871 0.400
H 0.106 -0.079 0.214
H 0.344 -0.705 -0.538
O -0.521 -1.288 0.159
H -0.693 -0.018 0.305
H 0.922 0.823 -0.441

***

Entry 2:
The following is a quantum chemistry calculation of 2 unconnected molecules or ions with the total composition C5H7N, from OMol25.

- SMILES: C=CC#N.C=C
- Frontier orbital gap: 10.03 eV
- ΔE to the lowest compared entry with this formula, charge and spin: 73.87 kcal per mole
- Total energy: -249.3555 Eh

Element x y z (Å)
C  2.19404  0.66575  -0.48740
C  1.71624  -0.11232  0.46593
C  0.73787  -1.10129  0.14356
N  0.20805  -2.09821  -0.18506
H  2.77333  1.43531  -0.16173
H  1.83722  0.60630  -1.44566
H  1.82427  0.10025  1.59215
C  -1.40326  0.42370  0.17567
C  -2.40109  -0.32211  -0.25812
H  -0.85882  0.27909  1.19316
H  -1.12781  1.40953  -0.26089
H  -2.63131  -1.24594  0.31371
H  -2.86874  -0.04005  -1.08531

Atomic forces in eV per Å
C -0.813 -1.106 1.967
C -1.114 0.588 2.054
C -0.183 -4.079 -1.080
N 1.127 2.533 0.935
H 1.865 2.140 0.320
H -0.398 -0.290 -2.323
H 0.312 -0.475 -1.971
C 0.694 1.792 2.209
C 2.296 -1.514 4.117
H -1.175 -0.096 -1.933
H -0.262 -0.903 -0.038
H -0.113 0.685 -0.814
H -2.237 0.726 -3.443

***

Entry 3:
The following is a quantum chemistry calculation of 2 unconnected molecules or ions with the total composition C4H13N2O, from OMol25.

- Charge: -2
- Frontier orbital gap (spin up / spin down): 2.46 / 7.04 eV
- ΔE to the lowest compared entry with this formula, charge and spin: 16.18 kcal per mole
- Total energy: -344.7692 Eh
- 2S+1: 2

Element x y z (Å)
N  -0.15851  2.07275  1.44659
C  -0.36004  0.82128  2.31687
O  -1.01677  -0.15301  1.68934
H  -0.93515  1.96380  0.79830
H  -0.33696  2.84813  2.07281
H  0.67906  0.50508  2.58916
H  -0.89824  1.17145  3.24075
C  -0.61721  -0.88959  -1.31227
C  0.79495  -0.31931  -1.09072
C  1.51985  -0.89052  0.14571
N  -1.17606  -0.42596  -2.57453
H  -1.19716  -0.48455  -0.48515
H  -0.53271  -1.97652  -1.20048
H  0.67634  0.75671  -0.94108
H  1.41633  -0.46569  -1.98228
H  1.70470  -1.96025  0.01911
H  0.83580  -0.71147  1.00141
H  2.46688  -0.36968  0.31030
H  -2.17012  -0.60543  -2.69068
H  -0.69497  -0.88721  -3.35317

Atomic forces in eV per Å
N 0.091 -0.709 0.352
C -0.194 -0.644 -0.475
O 0.037 0.635 0.328
H -0.065 0.337 -0.052
H -0.276 0.397 -0.217
H 0.024 0.241 0.388
H 0.237 0.077 0.258
C 0.568 0.328 0.194
C 0.124 0.059 0.053
C -0.912 0.362 -0.068
N 0.560 0.186 -0.290
H -0.278 -0.345 0.022
H -0.281 -0.108 -0.062
H 0.118 0.030 -0.116
H -0.063 -0.015 -0.090
H 0.064 -0.074 0.071
H 0.422 -0.435 -0.387
H 0.079 -0.038 -0.023
H -0.096 -0.255 0.225
H -0.157 -0.028 -0.108

***

Entry 4:
The following is a quantum chemistry calculation of a single C4H5NO molecule, from OMol25.

- SMILES: Cc1ccon1
- Frontier orbital gap: 10.45 eV
- ΔE to the lowest compared entry with this formula, charge and spin: 91.90 kcal per mole
- Total energy: -285.2681 Eh

Element x y z (Å)
C  0.21881  -0.27965  -1.75921
C  0.09918  0.07406  -0.30244
C  -0.35672  -0.76426  0.82660
C  -0.06567  0.10590  1.85195
O  0.38045  1.29293  1.46774
N  0.52502  1.24047  0.08017
H  0.71384  0.52606  -2.31171
H  0.79346  -1.20227  -1.90365
H  -0.77274  -0.44360  -2.18790
H  -1.38827  -0.46183  1.32516
H  -0.14735  -0.08782  2.91328

Atomic forces in eV per Å
C -0.152 0.025 0.065
C -0.247 0.460 -0.038
C -0.641 0.788 0.439
C 0.781 0.449 0.259
O 0.638 -0.068 0.396
N 0.286 -0.360 -0.406
H -0.142 -0.127 0.202
H -0.142 0.182 0.206
H 0.054 -0.024 0.023
H -0.167 -1.737 -1.177
H -0.268 0.412 0.030

***

Entry 5:
The following is a quantum chemistry calculation of a molecular structure, C4H7N2S, from OMol25.

- Charge: +1
- Frontier orbital gap: 8.79 eV
- ΔE to the lowest compared entry with this formula, charge and spin: 60.96 kcal per mole
- Total energy: -663.9775 Eh

Element x y z (Å)
C  -0.76220  0.00462  0.51293
C  0.72509  0.01126  -0.69249
C  -0.10132  -2.38899  0.02025
C  -0.06386  2.40719  0.00719
N  -0.21214  -0.98530  -0.15910
N  -0.08930  0.99227  -0.06201
S  2.16293  0.00334  -1.25943
H  -1.54015  -0.01634  1.36556
H  0.98458  -2.57954  0.01322
H  -0.47051  -2.65768  0.99654
H  -0.59059  -2.96539  -0.79504
H  1.05167  2.66743  -0.11507
H  -0.39626  2.72032  1.07488
H  -0.69795  2.78680  -0.90744

Atomic forces in eV per Å
C -2.117 0.083 1.599
C -0.402 -0.254 0.375
C 0.896 -1.125 -0.530
C 0.482 1.773 -0.275
N 0.079 0.325 -0.366
N -0.448 -0.478 0.665
S 0.862 -0.132 -0.733
H 1.359 0.147 -1.607
H -0.422 -0.362 -0.064
H -0.283 -0.215 0.196
H 0.272 0.477 0.640
H -1.832 0.080 0.090
H 0.321 -0.212 -2.164
H 1.232 -0.107 2.173

***

What is the formula in the first record? H28NO17